6 unconnected molecules or ions with the total composition C37H81IN5O12S, computed with ωB97M-V with the def2-TZVPD basis set.

The gap between HOMO and LUMO is 6.39 eV. Its HOMO energy is -4.74 eV. The strongest force on any atom comes out at 8.8 eV Å⁻¹.

Geometry as ORCA input:
```
! RIJCOSX wB97M-V def2-TZVPD def2/J DEFGRID3
* xyz -1 1
C 1.66804 -2.05828 0.06127
C 2.48702 -1.57212 -1.08212
C 2.10328 -1.66724 -2.67259
C 1.22499 -0.41547 -3.25805
C 0.17179 0.25880 -2.19908
C -0.23811 1.74473 -2.84722
C -1.75535 1.78978 -3.46592
C -2.25928 0.40204 -4.17875
C -3.08340 0.76654 -5.56912
C -4.51168 -0.02297 -5.72972
C -5.50609 0.14023 -4.39503
O -5.39180 -1.13220 -3.65923
C -6.46639 -1.28869 -2.65812
C -6.83375 -2.86386 -2.24090
O -7.08029 -0.21962 -2.08918
C 1.48444 -3.15590 -2.96433
I -0.69675 -3.25781 -3.08433
C 2.08033 -3.88179 -4.32996
C 2.41944 -2.81831 -5.53067
C 2.68515 -3.72575 -6.90800
O 2.70171 -3.09994 -8.10003
O 2.88103 -5.20018 -6.76916
O 3.55617 -1.92270 -5.26683
S 3.77071 -1.61232 -3.60468
O 4.74258 -2.67036 -2.97044
O 4.49518 -0.22927 -3.41032
H 1.42329 -1.34787 0.97743
H 1.29676 -3.19069 0.05239
H 3.50934 -1.01430 -0.82098
H 0.71266 -0.78768 -4.25251
H 1.97892 0.44483 -3.59644
H 0.64721 0.52200 -1.14018
H -0.77626 -0.40377 -1.95769
H 0.55759 2.13390 -3.62412
H -0.21945 2.53644 -1.95407
H -2.56593 2.19592 -2.68924
H -1.73607 2.61554 -4.32813
H -2.92566 -0.17202 -3.38203
H -1.40806 -0.33903 -4.48780
H -2.38505 0.41377 -6.47056
H -3.29918 1.91456 -5.69754
H -5.06177 0.45395 -6.66244
H -4.34150 -1.18430 -5.94516
H -6.59799 0.44892 -4.68159
H -4.98455 0.97995 -3.72647
H -7.38004 -2.87646 -1.20591
H -7.48027 -3.37040 -3.08661
H -5.82873 -3.46011 -2.15599
H 1.81322 -3.86680 -2.06371
H 1.34342 -4.75550 -4.64452
H 3.11418 -4.40456 -4.04824
H 1.44303 -2.18237 -5.77939
C -0.57277 -2.46655 6.05469
C -0.65386 -1.43960 4.92625
C -0.41346 -2.04400 3.52248
O 0.95732 -2.33028 3.22967
C 1.42945 -3.55473 3.77046
N 0.28562 -0.34553 5.21109
H 0.45579 -2.74582 6.29906
H -1.01597 -2.05885 6.97046
H -1.12264 -3.37802 5.79701
H -1.67158 -1.03114 4.93594
H -0.72300 -1.29985 2.77859
H -1.03870 -2.92842 3.35096
H 0.65528 -4.32780 3.78269
H 1.82232 -3.39029 4.77565
H 2.25808 -3.90499 3.14877
H 0.15527 0.38534 4.50816
H 1.22819 -0.69675 5.01833
C 3.56092 -0.10843 8.45665
C 4.16063 -0.77001 7.21679
C 5.61065 -0.32116 6.91737
O 5.71726 0.98097 6.33441
C 5.64428 2.04887 7.26656
N 3.27243 -0.52569 6.07130
H 3.25416 0.92570 8.27747
H 2.66619 -0.65218 8.78082
H 4.27292 -0.11469 9.28885
H 4.18607 -1.84941 7.40899
H 6.02916 -1.01044 6.17394
H 6.24977 -0.40135 7.80485
H 6.10366 1.79305 8.22606
H 4.60411 2.34868 7.40781
H 6.17730 2.90588 6.84557
H 3.62443 -1.05333 5.26945
H 3.40139 0.45059 5.78987
C 5.99816 8.03468 4.86352
C 6.23236 6.52496 4.84140
C 5.21909 5.73001 5.69873
O 5.45792 5.79592 7.10776
C 4.96860 6.97337 7.73132
N 7.61738 6.25295 5.25187
H 6.34285 8.50245 5.78981
H 6.54510 8.51488 4.04403
H 4.93602 8.26964 4.73634
H 6.10996 6.19592 3.80244
H 5.31405 4.66977 5.43449
H 4.18504 6.01281 5.46785
H 4.04103 7.32960 7.27325
H 5.73251 7.75283 7.70529
H 4.76990 6.74524 8.78217
H 7.79895 5.25321 5.13864
H 7.66640 6.39117 6.26550
C -6.91566 5.92249 -7.96128
C -6.09544 4.77577 -8.55022
C -5.45532 3.86062 -7.47950
O -4.30520 4.41847 -6.83702
C -4.60222 5.33107 -5.79128
N -5.08337 5.33327 -9.45887
H -6.29208 6.73265 -7.57344
H -7.56114 6.36083 -8.73102
H -7.56022 5.56844 -7.14966
H -6.78382 4.15749 -9.13890
H -5.09913 2.95325 -7.98226
H -6.19190 3.53138 -6.73681
H -5.50673 5.05191 -5.24258
H -4.69545 6.34122 -6.19463
H -3.76108 5.33434 -5.09251
H -4.60542 4.55962 -9.92609
H -4.35047 5.75056 -8.87776
C -1.45226 -6.94451 -0.51656
C -1.31497 -6.11147 0.75693
C -2.09175 -6.69275 1.96208
O -3.50504 -6.47583 1.91386
C -4.21186 -7.39378 1.09385
N -1.72357 -4.72952 0.46705
H -2.41756 -6.80510 -1.01093
H -0.68142 -6.65838 -1.24129
H -1.32798 -8.01162 -0.30360
H -0.25162 -6.10730 1.02518
H -1.74638 -6.17574 2.86561
H -1.86829 -7.75583 2.11198
H -3.76932 -8.39419 1.11560
H -4.25873 -7.01796 0.06996
H -5.23839 -7.46165 1.46456
H -1.53478 -4.15558 1.29180
H -2.74555 -4.72270 0.40032
*
```

Mulliken atomic charge list, values in e, 6 entries: -0.1690 -0.8706 1.2488 -0.6620 0.0059 -0.6216

---

C5H8O2 in the gas phase, computed with ωB97M-V with the def2-TZVPD basis set.

As for the structure (SMILES): C#C[C@](C)(O)CO. The gap between HOMO and LUMO is 11.04 eV. Its HOMO energy is -10.22 eV. As for the energy relative to the best compared isomer or geometry (same formula, charge and spin): 81.3 kcal/mol. The strongest force on any atom comes out at 3.0 eV Å⁻¹.

Geometry as ORCA input:
```
! RIJCOSX wB97M-V def2-TZVPD def2/J DEFGRID3
* xyz 0 1
C -1.92774 1.54648 0.36182
C -0.95741 0.83524 0.32787
C 0.21178 -0.01363 0.13569
C 0.90014 -0.47032 1.40080
O 1.31614 0.79398 -0.46790
C -0.02806 -1.10212 -0.90822
O -0.35446 -0.55100 -2.14906
H -2.74743 2.22623 0.40666
H 1.21178 -1.51447 1.43224
H 0.46894 -0.21207 2.36395
H 1.70126 0.24429 1.06708
H 1.22486 1.74484 -0.29661
H -0.75686 -1.85537 -0.55956
H 0.92923 -1.61587 -1.05463
H -1.19216 -0.05620 -2.06013
*
```

natural (NBO) atomic charge list, values in e, 6 entries: -0.2723 0.0497 0.0935 -0.6740 -0.7303 -0.0560